No. 1
Molecular formula: C5H7NO
Method: DFT, ωB97M-V/def2-TZVPD

The HOMO energy is -9.1 eV. For the relative energy (zero: lowest compared OMol25 entry of this formula, charge and spin), the calculation gives 100.5 kcal per mole. As for the frontier orbital gap: 0.366 Ha. As for the total energy: -8831.8454 eV. Its LUMO energy is 0.0319 Ha.

Each line ends with the Löwdin charge.
CARTESIAN COORDINATES (ANGSTROEM)
C 0.568976 -1.640272 -0.136498  0.09
C -0.501743 -1.154418 0.093807  -0.18
C -1.660890 -0.335025 0.320770  -0.19
C -0.884157 1.023376 0.444688  -0.05
N 0.805136 1.280412 0.860269  0.04
C 1.726981 0.832044 -0.086233  -0.39
O 2.345154 -0.208384 0.004352  -0.02
H 1.347952 -2.312218 -0.368551  0.05
H -2.233983 -0.643072 1.212822  0.11
H -2.371587 -0.430563 -0.532651  0.13
H -0.942507 1.543972 -0.506157  0.10
H -1.191133 1.572804 1.308541  0.08
H 1.022030 0.722129 1.690466  0.10
H 1.840562 1.475412 -0.972649  0.13

Cartesian forces, eV/Å:
-1.188 -1.341 -0.094
0.143 -1.628 -0.339
0.986 0.281 0.232
1.261 1.145 0.452
-1.994 -1.342 -0.518
-0.256 -0.553 -0.429
0.977 1.381 0.290
0.431 0.044 -0.045
0.488 0.372 -0.152
0.631 0.646 0.420
-0.039 0.355 0.298
-0.713 0.664 -0.043
-0.531 -0.043 -0.084
-0.196 0.018 0.011

---

No. 2
Molecular formula: C17H25N4PRhS3
Method: DFT, ωB97M-V/def2-TZVPD

As for the charge: +1. The HOMO energy (spin up / spin down) is -11.2 / -11.2 eV. As for the frontier orbital gap (spin up / spin down): 0.206 / 0.206 Ha. As for the total energy: -68790.8264 eV. Its LUMO energy (spin up / spin down) is -0.2065 / -0.2066 Ha.

Each line ends with the Löwdin charge.
CARTESIAN COORDINATES (ANGSTROEM)
Rh 1.213336 -0.042832 -0.310227  0.28
S 0.026926 -1.166267 -2.085121  0.69
C -0.043534 -2.570965 -1.083314  -1.10
S 0.899216 -2.487581 0.353324  0.71
C -0.825460 -3.661401 -1.427428  -0.37
C -0.967825 -4.765698 -0.569822  -0.24
N -1.107372 -5.648804 0.150095  0.19
C -1.547154 -3.654028 -2.635357  -0.25
N -2.128026 -3.612674 -3.624397  0.19
C -1.167890 2.764009 2.848823  -0.08
C -0.429487 1.476013 2.497700  -0.49
C 1.077559 1.589714 2.734234  -0.15
P -0.720764 0.856568 0.753941  1.06
C -2.280033 -0.178646 0.820339  -0.51
C -2.164993 -1.243339 1.911529  -0.12
C -3.559110 0.633017 1.003440  -0.08
C -1.060896 2.325231 -0.332826  -0.52
C -1.555915 1.895766 -1.713869  -0.12
C 0.248508 3.104042 -0.469015  -0.11
H -0.995104 2.985488 3.900398  0.09
H -2.240979 2.665942 2.704311  0.07
H -0.816754 3.616620 2.273948  0.08
H -0.803667 0.670598 3.141403  0.10
H 1.546109 2.313655 2.069727  0.05
H 1.553371 0.618959 2.571149  0.04
H 1.280284 1.897399 3.757321  0.09
H -2.318886 -0.677129 -0.158508  0.09
H -2.363957 -0.821436 2.893450  0.08
H -1.176751 -1.701618 1.931681  0.02
H -2.892794 -2.034026 1.742337  0.10
H -3.580955 1.123934 1.971724  0.07
H -4.408227 -0.047524 0.964927  0.10
H -3.686884 1.378258 0.223695  0.07
H -1.818545 2.944957 0.157617  0.11
H -0.739871 1.461470 -2.291983  0.03
H -1.915615 2.767934 -2.256118  0.09
H -2.366855 1.172072 -1.667517  0.07
H 1.035767 2.446371 -0.876522  0.05
H 0.592328 3.493675 0.485626  0.06
H 0.120668 3.940198 -1.152462  0.10
S 3.382947 0.660297 0.321527  0.67
C 3.470159 -0.476256 -0.956116  -0.87
N 4.177075 -1.652455 -0.779556  0.11
C 4.398667 -2.488525 -1.822826  0.00
C 3.947996 -2.151402 -3.064606  0.02
C 3.250291 -0.924988 -3.197865  -0.08
N 3.037514 -0.128954 -2.179330  0.03
H 4.511559 -1.875921 0.149527  0.16
H 4.939892 -3.397243 -1.612801  0.15
H 4.118528 -2.786810 -3.914782  0.12
H 2.855602 -0.605667 -4.151423  0.13

Cartesian forces, eV/Å:
-2.563 -2.128 -0.627
0.101 0.762 1.201
-1.146 -1.465 -0.686
0.400 2.501 -0.321
0.995 1.348 0.492
0.028 -0.424 0.408
0.046 -0.234 0.234
-0.250 0.093 -0.461
-0.142 0.030 -0.297
-0.155 -0.133 -0.120
0.452 -0.337 -0.350
0.025 -0.264 0.140
-0.037 -0.154 -0.199
0.542 -0.244 -0.247
0.230 -0.070 -0.042
0.211 0.153 -0.122
0.316 -0.374 0.018
-0.047 0.005 0.081
-0.005 -0.129 0.055
0.019 0.002 0.068
-0.070 0.092 0.000
0.059 0.070 -0.083
0.018 0.071 -0.173
0.011 0.050 -0.021
0.041 0.175 0.089
-0.052 0.047 0.122
0.105 0.087 0.129
-0.055 0.062 0.106
-0.044 -0.078 0.026
-0.070 -0.023 -0.044
-0.026 0.076 0.117
-0.027 -0.043 -0.027
-0.108 0.107 -0.044
0.053 -0.152 0.083
-0.070 0.002 -0.012
-0.020 0.086 -0.021
-0.028 -0.042 -0.062
-0.060 0.279 -0.007
0.115 0.048 0.013
0.028 0.045 -0.098
0.090 0.020 0.923
2.067 0.035 -0.182
-0.624 0.266 -1.079
-0.014 0.294 0.683
-0.505 0.893 -0.383
0.459 -1.515 -0.118
-0.312 0.284 0.932
-0.080 0.023 0.053
0.056 -0.073 0.055
0.057 -0.112 -0.079
-0.013 -0.011 -0.123